Entry 1:
Entry from the OMol25 dataset: one molecule with the formula C16H25N3O (ωB97M-V/def2-TZVPD).

Structure (XYZ):
```
45
Properties=species:S:1:pos:R:3:forces:R:3:mulliken_charge:R:1
C 2.51020 -4.29284 -5.42920 0.20 0.15 0.03 -1.15
C 3.76333 -3.79913 -4.71542 -0.03 -0.24 0.10 -0.48
C 3.78434 -4.14387 -3.22584 -0.10 0.31 -0.17 -0.65
C 2.72763 -3.39515 -2.41619 0.27 -0.35 0.17 -0.30
C 2.83745 -3.70937 -0.92584 -0.14 0.32 -0.04 -0.91
C 1.88984 -2.87867 -0.06087 -0.02 -0.29 -0.10 -0.59
C 0.41721 -3.20350 -0.30242 0.09 0.24 0.22 -0.60
C -0.49289 -2.45031 0.66594 0.11 -0.12 -0.43 -0.72
C -0.54036 -0.96348 0.34727 -0.04 -0.19 0.17 0.36
O -0.20206 -0.47165 -0.69739 0.08 -0.03 -0.21 -0.58
N -1.04727 -0.22775 1.39437 -0.27 -0.17 1.05 -0.11
N -1.20783 1.09726 1.27618 -0.01 0.54 -0.49 -0.44
C -1.66337 1.83477 2.21059 0.02 -0.72 0.26 0.97
C -1.80639 3.25388 1.87590 -0.02 0.72 -0.25 0.46
C -2.63011 4.11945 2.59873 0.23 -0.51 -0.07 -0.47
N -2.77421 5.40039 2.31633 -0.30 0.46 0.19 -0.63
C -2.11010 5.89831 1.28788 0.10 0.05 -0.18 -0.23
C -1.28127 5.13166 0.47933 -0.02 -0.09 0.08 -0.50
C -1.12706 3.79234 0.77863 -0.12 0.07 0.17 -0.35
H -0.49604 3.14596 0.18915 0.06 -0.04 -0.07 0.50
H -0.76810 5.57601 -0.35939 0.04 0.05 -0.06 0.38
H -2.25550 6.95511 1.10627 0.05 0.08 -0.10 0.37
H -3.22052 3.77311 3.43680 0.02 -0.15 0.09 0.38
C -2.06730 1.36530 3.58577 0.09 -0.12 -0.27 -1.69
H -1.47418 0.50559 3.89717 -0.01 -0.02 0.06 0.46
H -3.11997 1.08038 3.59618 -0.06 -0.02 0.08 0.34
H -1.91522 2.15737 4.31312 -0.01 -0.01 0.07 0.43
H -1.31668 -0.71144 2.25069 0.11 0.15 -0.33 0.32
H -1.51527 -2.83128 0.58523 -0.02 0.04 0.09 0.35
H -0.15688 -2.59869 1.69512 -0.07 0.00 0.05 0.39
H 0.25639 -4.27766 -0.18666 -0.03 -0.03 -0.03 0.42
H 0.14230 -2.91828 -1.31749 -0.05 -0.08 -0.03 0.22
H 2.12616 -3.06461 0.99123 -0.02 0.06 0.06 0.34
H 2.05535 -1.81869 -0.25981 0.04 0.07 0.06 0.26
H 3.86278 -3.51480 -0.60047 0.05 -0.08 0.00 0.35
H 2.63845 -4.77210 -0.76364 0.06 -0.08 0.03 0.33
H 2.85061 -2.32043 -2.56577 -0.06 0.10 -0.05 0.29
H 1.73569 -3.67130 -2.77210 -0.10 0.08 -0.06 0.22
H 3.63769 -5.22015 -3.10404 0.05 -0.08 0.04 0.30
H 4.77197 -3.89996 -2.82531 0.02 -0.06 0.07 0.36
H 4.63872 -4.25057 -5.18922 0.03 0.09 -0.03 0.34
H 3.84500 -2.71649 -4.83453 0.09 0.04 -0.03 0.30
H 2.58281 -4.09811 -6.49697 -0.08 -0.02 -0.10 0.36
H 2.38697 -5.36424 -5.28420 -0.06 -0.13 -0.01 0.28
H 1.62340 -3.78917 -5.05419 -0.15 0.01 0.00 0.31
```
Positions in Å, forces in eV/Å.

Summary:
* energy above the lowest of the compared OMol25 structures with the same formula, charge and spin: 35.98 kcal/mol
* LUMO: 0.0171 Ha
* structure (SMILES): CCCCCCCCC(=O)N/N=C(\C)c1cccnc1
* frontier orbital gap: 9.131 eV
* HOMO: -8.667 eV
* E_tot: -864.1710 a.u.
* charge: 0

Entry 2:
Entry from the OMol25 dataset: one molecule with the formula C16H25N3O3 (ωB97M-V/def2-TZVPD).

Structure (XYZ):
```
47
Properties=species:S:1:pos:R:3:forces:R:3:mulliken_charge:R:1
C -1.79689 1.12303 4.76447 -0.19 0.14 0.00 -0.78
H -1.71290 1.71887 5.67187 -0.05 -0.02 -0.08 0.24
O -0.66940 0.28122 4.75622 0.26 -0.25 -0.05 -0.46
C -0.50893 -0.57917 3.71347 0.07 -0.08 -0.07 0.82
C 0.63252 -1.38262 3.75522 -0.08 0.16 0.10 -0.69
C 0.89845 -2.27443 2.73927 -0.11 0.10 0.04 -0.35
C 0.03520 -2.40107 1.65515 -0.20 -0.15 -0.09 0.22
C -1.10395 -1.60858 1.62716 0.13 -0.19 0.05 -0.48
C -1.38256 -0.70496 2.64004 -0.09 0.29 0.28 -0.37
H -2.27893 -0.10878 2.57539 -0.08 0.08 0.03 0.40
H -1.79730 -1.69607 0.80190 -0.06 -0.02 -0.09 0.29
C 0.37812 -3.29207 0.49400 0.18 0.21 -0.08 -1.14
H 0.86786 -4.20337 0.83878 -0.03 -0.05 -0.01 0.44
H -0.52780 -3.56557 -0.04872 0.02 -0.06 -0.01 0.32
C 1.33001 -2.54969 -0.45771 0.09 -0.25 -0.11 -0.84
N 0.74884 -1.29116 -0.86039 -0.02 -0.12 0.36 0.15
C 0.58593 -0.89544 -2.13231 -0.32 0.37 0.20 0.34
O 0.98389 -1.51822 -3.09835 0.17 -0.16 -0.34 -0.74
C -0.14324 0.44396 -2.28290 0.02 0.22 -0.19 0.25
N -0.76648 0.46993 -3.58942 0.29 -0.07 -0.02 -0.33
C -2.13177 0.44994 -3.68673 0.14 0.04 -0.25 0.52
O -2.87166 0.69214 -2.75538 -0.33 0.06 0.36 -0.65
N -2.59909 0.14988 -4.93817 -0.14 -0.12 -0.26 -0.42
H -1.98169 0.16478 -5.73022 -0.02 0.04 0.01 0.19
H -3.57361 0.32879 -5.10849 0.07 0.01 0.06 0.26
H -0.22959 -0.02354 -4.29189 -0.10 -0.04 0.07 0.38
C 0.83542 1.62398 -2.15406 0.03 -0.28 0.34 -1.54
H 1.63254 1.47833 -2.88725 0.01 0.05 -0.09 0.27
H 0.29108 2.53042 -2.42771 -0.02 0.02 -0.04 0.43
C 1.46033 1.81440 -0.76781 0.05 0.26 -0.11 1.31
C 2.50603 2.92766 -0.83832 -0.08 -0.30 0.05 -1.78
H 3.27970 2.68371 -1.56247 0.11 0.03 -0.09 0.42
H 2.97752 3.06906 0.13138 0.08 0.07 0.09 0.44
H 2.04199 3.86600 -1.13410 -0.05 0.15 -0.04 0.35
C 0.41468 2.16101 0.29087 0.22 -0.20 -0.13 -1.38
H 0.89528 2.31818 1.25434 -0.01 0.02 0.13 0.40
H -0.32267 1.37088 0.41075 -0.17 -0.06 0.09 0.19
H -0.10945 3.07329 0.01488 -0.11 0.13 -0.02 0.34
H 1.97083 0.89021 -0.47722 -0.01 0.07 -0.01 0.16
H -0.95067 0.53307 -1.54966 0.13 -0.05 -0.07 0.51
H 0.34237 -0.74439 -0.11561 -0.03 0.10 -0.18 -0.03
H 1.51557 -3.12900 -1.36417 0.05 0.06 0.11 0.47
H 2.28440 -2.36464 0.04965 -0.04 -0.10 -0.07 0.36
H 1.78894 -2.88437 2.78595 0.12 -0.07 0.02 0.43
H 1.29748 -1.28213 4.59834 0.09 0.01 0.11 0.45
H -2.72804 0.54818 4.79501 0.03 0.02 -0.02 0.32
H -1.80837 1.78834 3.89495 -0.01 -0.04 0.02 0.30
```
Positions in Å, forces in eV/Å.

Summary:
* energy above the lowest of the compared OMol25 structures with the same formula, charge and spin: 2.10 kcal/mol
* LUMO: 0.0285 Ha
* structure (SMILES): COc1ccc(CCNC(=O)[C@@H](CC(C)C)NC(N)=O)cc1
* frontier orbital gap: 9.380 eV
* HOMO: -8.603 eV
* E_tot: -1014.7339 a.u.
* charge: 0

Entry 3:
Entry from the OMol25 dataset: C16H25N3O5PS2Sr as an isolated structure (ωB97M-V/def2-TZVPD).

Structure (XYZ):
```
53
Properties=species:S:1:pos:R:3:forces:R:3:mulliken_charge:R:1
Sr 0.87915 -0.00199 0.22172 1.90 5.52 3.04 2.34
C 1.67905 2.35471 2.52092 -0.08 0.13 0.26 -0.41
C 2.69095 1.75951 1.65412 0.76 0.76 -0.18 -1.04
C 2.89785 2.59471 0.59902 0.32 -0.34 0.49 -0.33
C 2.04445 3.80311 0.75072 -0.24 -0.30 -0.12 -0.08
C 1.30645 3.54301 2.01362 0.09 -0.12 0.08 -0.54
H 1.36545 1.92831 3.46102 -0.14 -0.04 0.03 0.54
H 3.34655 0.95111 1.96912 -0.26 -0.21 -0.32 0.69
H 3.67125 2.50471 -0.15158 -0.04 -0.12 -0.03 0.47
H 2.65065 4.71181 0.80422 0.09 0.02 0.01 0.48
H 0.60965 4.23911 2.44692 -0.16 0.02 0.07 0.48
O 0.99655 -1.60619 2.01182 -0.14 -0.35 0.70 -0.75
C 0.88435 -2.31999 1.01852 0.39 -2.16 1.92 0.64
N 0.12075 -1.99819 -0.02298 -1.41 -2.38 -1.93 -0.81
S 1.05095 -2.26359 -1.30618 -0.58 -2.09 -1.29 1.45
O 1.99285 -1.14449 -1.31658 1.35 -0.64 -1.48 -0.93
O 0.29595 -2.41149 -2.50998 0.10 -0.35 0.09 -0.73
C 1.87285 -3.69509 -0.62188 -0.20 0.22 0.27 0.08
C 2.53725 -4.77339 -1.15108 0.06 0.05 -0.27 -0.72
C 2.96585 -5.76139 -0.26628 0.00 0.14 -0.02 -0.50
C 2.78605 -5.62089 1.10202 -0.01 -0.05 0.03 -0.55
C 2.16195 -4.49859 1.63422 -0.13 0.25 -0.16 -0.66
C 1.67765 -3.55159 0.74932 0.37 -0.42 0.08 0.65
H 2.71435 -4.85259 -2.21138 -0.03 -0.10 -0.13 0.47
H 3.44025 -6.64979 -0.65428 0.07 -0.03 -0.03 0.42
H 3.12185 -6.40399 1.76552 0.05 -0.04 0.02 0.41
H 2.01065 -4.38399 2.69792 0.02 0.01 0.04 0.51
N -0.06475 4.52961 -1.44048 -0.23 0.53 -0.03 -0.51
C -0.39595 3.44831 -2.34788 -0.37 -0.46 0.39 -0.53
P -1.26985 2.22361 -1.28328 0.49 0.25 -0.87 0.50
O -2.54715 2.81761 -0.78268 -0.54 0.23 -0.05 -0.85
O -0.33565 1.66591 -0.23718 -1.47 1.82 -1.19 -0.89
C -1.92015 0.87951 -2.47108 0.78 0.45 0.23 -0.69
N -3.33025 0.79581 -2.05668 -0.56 0.18 0.05 -0.12
H 0.23455 5.35471 -1.95018 -0.03 -0.06 0.09 0.22
H 1.35075 3.95481 -0.09158 0.13 0.05 0.12 -0.14
H -0.89445 4.77721 -0.90658 0.10 0.20 -0.06 0.23
H 0.52265 3.02171 -2.75668 -0.09 -0.10 -0.12 0.28
H -1.07155 3.75091 -3.16108 0.09 -0.24 -0.02 0.43
H -1.40675 -0.07999 -2.38868 -0.12 0.02 0.01 0.20
H -1.85015 1.23071 -3.50288 -0.03 -0.03 0.13 0.47
H -3.41575 0.12141 -1.25708 -0.13 0.23 -0.33 -0.11
H -3.99865 0.61511 -2.80508 0.15 -0.01 0.15 0.37
H -3.44395 1.76381 -1.57668 -0.40 -0.35 -0.11 0.43
C -3.52595 -2.09079 1.02432 0.24 0.42 -0.16 -1.14
S -2.66915 -0.54279 0.59852 -0.01 -0.41 0.70 0.14
C -3.11875 0.47521 2.02682 0.03 -0.14 -0.33 -1.01
H -4.59755 -1.91479 1.06242 -0.04 -0.06 0.06 0.41
H -3.15675 -2.45889 1.97662 -0.01 -0.04 0.06 0.36
H -3.29645 -2.80659 0.24182 0.01 -0.10 -0.04 0.33
H -2.74975 -0.00809 2.93012 -0.02 0.05 -0.01 0.39
H -4.19895 0.59001 2.06652 0.02 0.15 0.10 0.38
H -2.62115 1.43291 1.88012 -0.13 0.03 0.06 0.24
```
Positions in Å, forces in eV/Å.

Summary:
* energy above the lowest of the compared OMol25 structures with the same formula, charge and spin: 60.52 kcal/mol
* LUMO: -0.0972 Ha
* frontier orbital gap: 8.502 eV
* HOMO: -11.147 eV
* E_tot: -2333.4600 a.u.
* charge: +1

Entry 4:
Entry from the OMol25 dataset: C16H25N7S2V as an isolated structure (ωB97M-V/def2-TZVPD).

Structure (XYZ):
```
51
Properties=species:S:1:pos:R:3:forces:R:3:mulliken_charge:R:1
V 0.71133 -0.38941 1.22430 0.13 0.03 0.02 0.28
N -2.31615 -0.90374 -0.68398 -0.05 -0.02 -0.05 -0.26
C -3.06387 0.09268 0.07832 0.02 0.03 0.00 -1.11
C -2.24495 1.10134 0.87758 0.00 0.00 -0.02 -0.80
N -1.24655 0.58782 1.83521 -0.07 0.02 -0.01 0.52
C -1.83352 -0.40021 2.77219 -0.02 -0.01 -0.01 -0.87
C -1.83866 -1.82672 2.22576 0.01 0.00 0.01 -0.96
N -0.50640 -2.19636 1.71244 0.00 0.00 0.02 -0.32
C -0.71814 1.75068 2.59542 -0.03 0.01 0.02 -0.79
C 0.30553 2.55540 1.80725 0.01 0.01 -0.01 -0.79
N 1.44783 1.69670 1.46232 -0.01 -0.04 0.03 -0.47
H -1.32027 -0.86083 -0.50425 -0.01 -0.03 0.04 -0.09
H -2.46128 -0.80297 -1.67754 0.05 0.04 0.00 0.43
H -3.76948 -0.40350 0.75210 0.03 -0.01 0.02 0.31
H -3.67994 0.69314 -0.59797 -0.03 -0.03 0.01 0.51
H -2.96990 1.71901 1.42965 0.00 0.00 0.00 0.22
H -1.72014 1.77046 0.19543 0.00 0.00 0.00 0.42
H -2.85663 -0.10717 3.04749 0.00 0.00 0.01 0.33
H -1.20191 -0.39254 3.66048 0.01 0.00 -0.01 0.64
H -2.55088 -1.95555 1.41537 0.00 0.00 0.00 0.46
H -2.14712 -2.48165 3.04727 -0.01 0.00 -0.01 0.46
H -0.56381 -3.05469 1.17789 0.00 0.00 -0.01 0.21
H 0.13892 -2.31352 2.51035 0.02 0.02 -0.01 0.24
H -0.21566 1.34850 3.47715 0.01 -0.01 -0.01 0.48
H -1.54359 2.40675 2.90505 0.00 0.00 0.01 0.43
H 0.60125 3.41051 2.42428 -0.01 0.01 -0.01 0.45
H -0.11980 2.95867 0.88466 0.00 0.00 0.00 0.38
H 1.90980 1.36433 2.32559 0.00 -0.02 0.00 0.18
H 2.11687 2.18002 0.87645 -0.02 0.01 -0.01 0.23
N 2.20490 -0.77659 -2.95654 -0.02 0.00 -0.01 -0.04
C 1.22889 0.05772 -3.46591 0.02 -0.02 0.02 0.32
C 0.99741 0.53581 -4.74960 0.00 0.01 0.00 -1.23
C -0.07701 1.38757 -4.90910 0.01 -0.01 0.00 -0.42
C -0.88558 1.74684 -3.82107 -0.01 0.01 -0.01 -0.97
C -0.64825 1.26168 -2.55075 0.01 -0.01 0.03 0.21
C 0.42836 0.39366 -2.36691 -0.02 0.02 -0.06 0.04
N 0.91132 -0.23592 -1.22047 0.00 -0.01 0.05 0.14
C 1.97010 -0.90259 -1.62430 0.02 0.00 0.01 0.35
C 2.82768 -1.63001 -0.70373 0.01 -0.01 -0.02 -0.55
C 3.92618 -2.39525 -0.94190 0.00 0.00 -0.04 -0.21
S 4.56836 -2.92981 0.54985 -0.03 0.02 0.07 -0.17
C 3.33532 -2.09887 1.40109 0.01 0.00 -0.01 -0.06
N 2.50385 -1.47456 0.61787 -0.02 -0.02 -0.01 0.14
H 2.98481 -1.16585 -3.45498 0.00 0.00 0.00 0.23
H 1.62979 0.25973 -5.58296 0.00 0.00 0.00 0.41
H -0.29683 1.78886 -5.88918 0.00 0.00 0.00 0.39
H -1.71418 2.42361 -3.98242 0.00 0.00 0.00 0.45
H -1.27829 1.54488 -1.72219 0.00 0.00 0.00 0.27
H 4.37738 -2.66483 -1.88283 0.00 0.00 0.00 0.36
H 3.19145 -2.02484 2.48573 0.03 -0.02 0.00 0.26
S 1.47150 -0.64840 3.51403 -0.02 0.00 -0.06 -0.64
```
Positions in Å, forces in eV/Å.

Summary:
* energy above the lowest of the compared OMol25 structures with the same formula, charge and spin: 0.00 kcal/mol
* LUMO (alpha / beta): -0.0058 / -0.0050 Ha
* spin multiplicity: 4
* frontier orbital gap (alpha / beta): 4.823 / 5.356 eV
* expectation value of S²: 3.765
* HOMO (alpha / beta): -4.981 / -5.493 eV
* E_tot: -2748.4160 a.u.
* charge: 0